16 unconnected molecules or ions with the total composition C16H64N32O16 at a distorted geometry, computed with wB97M-V/def2-TZVPD.

```
128
Properties=species:S:1:pos:R:3:forces:R:3
C -3.980200 2.358618 1.254243 -2.63 1.47 -0.56
O -3.853295 1.392743 1.931034 0.32 -1.42 1.56
N -4.921268 3.345526 1.403042 -1.17 1.18 1.00
N -3.331813 2.597916 0.119369 2.15 0.05 -2.39
H -4.921319 4.176027 0.828270 0.18 -0.37 0.03
H -5.694065 3.341008 2.053314 0.57 -0.54 0.21
H -3.665849 3.325047 -0.496910 0.02 -0.46 -0.05
H -2.794214 1.847213 -0.289927 0.26 -0.14 -0.13
C -1.730454 3.660179 -4.636299 -1.02 -3.00 -1.72
O -2.483355 2.857844 -5.178410 -1.00 0.75 -0.68
N -1.186876 3.309699 -3.498776 0.75 1.02 2.11
N -1.221693 4.726901 -5.226926 0.44 2.15 -1.74
H -1.671455 2.534671 -3.069106 1.01 0.05 0.50
H -0.336710 3.833215 -3.346281 0.04 -0.90 1.43
H -0.703785 5.467424 -4.775820 -0.23 -0.28 -0.10
H -1.453758 4.792181 -6.207738 0.08 0.36 0.28
C 3.060410 3.420487 -2.070293 -0.65 4.05 0.17
O 2.508308 4.492861 -1.860454 -0.63 0.53 0.18
N 2.524732 2.275034 -2.016483 -4.15 -5.49 0.47
N 4.297248 3.350938 -2.421950 4.97 0.66 -1.34
H 1.519926 2.245928 -1.918421 0.08 -0.20 0.25
H 2.979137 1.447937 -2.376404 -0.23 0.25 0.22
H 4.679080 2.476059 -2.751929 0.23 0.59 -0.03
H 4.704781 4.237242 -2.683653 0.33 -0.39 0.04
C -1.218177 -0.611950 -4.479330 0.50 -0.69 1.18
O -2.349213 -0.829420 -4.177338 -3.69 -0.20 0.31
N -0.515517 -1.379809 -5.244978 1.04 -2.91 -3.92
N -0.465171 0.201841 -3.818878 1.29 4.09 2.74
H -1.004596 -2.263168 -5.220993 0.66 -0.14 -1.06
H 0.490129 -1.329184 -5.166260 -0.39 -0.68 -0.22
H -0.973271 0.452668 -2.982800 0.85 0.61 0.59
H 0.544288 0.186944 -3.848614 -0.51 0.12 0.07
C 3.666076 -1.493125 0.910297 2.24 1.73 -2.21
O 3.038288 -1.321068 1.874753 -2.98 0.29 4.91
N 4.077147 -2.548325 0.334110 1.14 -8.51 -0.78
N 4.123142 -0.534973 0.188017 1.21 6.24 -2.28
H 4.666835 -2.565612 -0.485701 -0.10 0.23 0.59
H 4.158484 -3.362184 0.926655 -0.26 -0.35 -0.31
H 4.957554 -0.647973 -0.369740 -0.26 0.29 0.31
H 3.956564 0.367502 0.609806 -0.02 0.93 -0.32
C -0.799730 -3.758170 -2.209796 -2.15 1.62 0.54
O -0.398464 -2.797299 -1.533604 1.33 -0.32 -0.13
N -0.949476 -3.797061 -3.522005 1.76 1.36 -3.24
N -1.508906 -4.736146 -1.716991 -0.38 -2.07 2.15
H -0.279173 -3.233424 -4.025089 0.05 -0.33 -0.01
H -1.376813 -4.558299 -4.029950 0.20 0.19 0.36
H -1.709364 -4.677299 -0.728833 -0.27 -0.80 -0.23
H -1.795659 -5.425836 -2.396833 -0.45 -0.20 1.21
C -2.837840 -1.926865 1.962232 -2.21 -1.58 -0.22
O -3.720567 -1.844349 2.765101 -1.47 0.12 2.77
N -2.223588 -0.900164 1.486777 2.19 3.99 -0.98
N -2.645674 -3.055767 1.274939 1.68 -2.35 -1.68
H -1.516478 -0.844738 0.767744 -0.56 -0.67 0.27
H -2.695479 -0.034354 1.705398 0.18 0.27 0.16
H -2.783236 -3.970394 1.680688 -0.12 0.44 0.15
H -1.874543 -2.944788 0.632175 0.04 -0.70 -0.19
C -0.447748 5.039540 0.541769 1.03 -1.61 -1.64
O 0.321533 5.750907 1.002957 4.96 6.11 4.37
N -1.546075 4.661805 1.042633 -6.13 -0.89 3.16
N -0.109011 4.433746 -0.565955 -0.85 -2.32 -3.07
H -1.902879 5.165931 1.841788 0.24 -0.20 0.03
H -2.036907 3.818175 0.782867 0.02 0.18 -0.10
H 0.774833 4.783980 -0.906896 -0.10 -0.20 -1.05
H -0.993713 4.303534 -1.035475 0.85 -0.30 -1.73
C 0.030204 4.681629 4.243120 1.37 1.39 -1.12
O 0.711874 5.675810 4.174444 1.64 1.59 0.37
N 0.234430 3.651759 3.435394 2.17 -1.79 -2.50
N -0.962451 4.520662 5.018555 -4.24 -0.41 3.27
H 0.913051 4.002416 2.774632 -0.18 -0.57 -0.67
H -0.470051 2.988242 3.146362 -0.04 0.24 0.30
H -1.172248 5.181888 5.752634 -0.02 -0.26 -0.37
H -1.470498 3.661717 4.862942 -0.33 -0.06 0.90
C 3.383439 2.112056 2.814248 0.28 -2.70 -2.91
O 3.167145 2.076688 1.590739 -1.05 -1.19 -0.85
N 3.489658 1.043485 3.605707 -0.42 -1.67 0.19
N 3.747428 3.189215 3.345090 1.38 4.60 3.05
H 3.666180 1.127305 4.596623 -0.22 -0.29 -0.35
H 3.376380 0.152899 3.142977 -0.17 -0.15 0.49
H 3.764236 4.042470 2.804936 -0.04 -0.03 0.48
H 4.069656 3.074415 4.295398 -0.02 1.28 -0.17
C -4.926135 -1.730102 -1.409782 1.46 -0.84 -2.29
O -5.771890 -2.106225 -0.717395 -4.98 -1.17 4.54
N -4.274572 -0.605761 -1.385600 1.50 4.34 1.40
N -4.489381 -2.469175 -2.397681 2.56 -2.75 -4.49
H -4.388679 -0.072366 -0.535558 0.24 0.04 -0.15
H -3.458374 -0.452915 -1.960554 -0.12 0.06 0.21
H -3.750560 -2.087570 -2.970942 -0.07 -0.08 -0.19
H -4.911404 -3.281420 -2.824597 -0.46 0.35 0.85
C 0.529127 -3.041349 3.621242 -0.16 0.46 -0.59
O 0.863483 -2.353381 4.550414 0.57 1.12 2.65
N -0.329513 -3.999213 3.541379 -3.81 -4.62 1.64
N 0.936191 -2.842346 2.407437 2.59 1.85 -3.84
H -0.800972 -4.463062 4.304715 0.28 0.55 0.18
H -0.378768 -4.513829 2.673712 -0.13 0.01 0.22
H 1.652480 -2.143206 2.272395 -0.21 -0.39 -0.10
H 0.623370 -3.416473 1.637623 0.08 0.22 0.11
C -0.154152 0.638748 -0.150963 -2.66 2.12 -1.15
O -1.127751 0.624135 -0.939078 -0.02 0.19 -0.25
N 0.507376 -0.409697 0.146577 3.31 -4.51 0.53
N 0.170035 1.721140 0.523693 -0.05 2.09 0.84
H 0.371749 -1.294285 -0.321617 -0.49 0.07 -0.33
H 1.241541 -0.416727 0.840149 -0.24 0.32 0.11
H -0.384467 2.538622 0.313120 0.47 -0.01 -0.09
H 1.082554 1.893346 0.920874 0.26 -0.15 0.05
C 2.601182 -2.766468 -3.456365 -1.15 -0.99 -0.78
O 1.671073 -2.987784 -4.204267 -0.26 -0.21 -1.55
N 2.498026 -1.973263 -2.449648 -1.43 4.21 3.28
N 3.785535 -3.300247 -3.511756 3.85 -2.88 -1.09
H 3.043114 -1.949967 -1.599678 -0.11 0.00 -0.45
H 1.750212 -1.302052 -2.551352 -0.27 -0.29 0.77
H 4.531719 -3.059800 -2.874983 -0.33 0.08 -0.36
H 3.984061 -4.039988 -4.170142 -0.13 0.17 0.08
C -0.997873 0.694188 4.573042 -1.71 -0.51 1.78
O -1.542911 1.791302 4.658368 -0.34 -0.32 -0.44
N -1.363134 -0.425028 5.307213 -1.34 0.70 0.98
N 0.010445 0.345008 3.829131 2.39 0.34 -1.84
H -0.728140 -1.206238 5.388379 -0.37 -0.06 -0.28
H -2.358543 -0.574818 5.389816 0.23 -0.09 0.24
H 0.545190 1.029827 3.314181 0.11 -0.21 0.33
H 0.345342 -0.571379 4.090234 0.87 0.01 -0.88
C 1.249396 -5.559562 0.265955 -0.95 -1.59 0.78
O 0.203738 -5.314878 0.714775 -6.78 3.02 3.23
N 1.737181 -6.715793 0.516055 3.68 -5.68 -0.24
N 1.872400 -4.799062 -0.517214 3.04 3.51 -3.24
H 1.096478 -7.433061 0.824488 -0.04 0.37 0.17
H 2.239453 -7.006140 -0.310695 0.52 -0.91 0.40
H 1.343024 -3.956399 -0.689701 0.55 0.51 -0.85
H 2.752191 -5.105476 -0.907335 -0.28 0.83 -0.23
```
Forces are in eV/Å.

relative energy (zero: lowest compared OMol25 entry of this formula, charge and spin): 11.292 eV
electronic energy: -3604.44733 a.u.
net charge: 0
Kohn-Sham gap: 7.1 eV
HOMO energy: -8.332 eV
max |F|: 9.00 eV/Å